Entry 1:
{"formula": "C3H8O", "method": "ωB97M-V with the def2-TZVPD basis set", "de_lowest_kcal_mol": 4.5, "e_lumo_ev": 1.06, "orbital_gap_ev": 11.34, "smiles": "CCCO", "homo_energy_ev": -10.271, "symbols": ["O", "C", "C", "C", "H", "H", "H", "H", "H", "H", "H", "H"], "coordinates": [[-2.049, 0.012, 0.965], [1.383, -0.037, -0.619], [-1.009, -0.383, 0.089], [0.166, 0.593, 0.050], [-0.639, -1.391, 0.336], [0.415, 0.907, 1.074], [-0.137, 1.499, -0.484], [-1.469, -0.451, -0.904], [1.133, -0.392, -1.625], [1.732, -0.903, -0.045], [2.216, 0.667, -0.709], [-1.740, -0.120, 1.871]], "mulliken_charge": [-0.513, -1.136, -0.539, -0.151, 0.295, 0.298, 0.212, 0.293, 0.297, 0.318, 0.326, 0.300]}

Entry 2:
{"formula": "C24H35N6O4STm", "method": "ωB97M-V with the def2-TZVPD basis set", "e_lumo_ev": [-5.57, -5.52], "orbital_gap_ev": [7.67, 7.72], "multiplicity": 3, "homo_energy_ev": [-13.241, -13.243], "total_charge": 2, "symbols": ["Tm", "S", "O", "O", "O", "O", "N", "N", "N", "N", "N", "N", "C", "C", "C", "C", "C", "C", "C", "C", "C", "C", "C", "C", "C", "C", "C", "C", "C", "C", "C", "C", "C", "C", "C", "C", "H", "H", "H", "H", "H", "H", "H", "H", "H", "H", "H", "H", "H", "H", "H", "H", "H", "H", "H", "H", "H", "H", "H", "H", "H", "H", "H", "H", "H", "H", "H", "H", "H", "H", "H"], "coordinates": [[-1.300, -0.474, 0.129], [4.146, 1.507, 0.681], [2.775, 1.997, 0.637], [4.441, 0.455, 1.657], [5.268, -2.191, 1.447], [3.629, -2.666, 2.742], [4.104, -2.230, 1.731], [-1.127, -0.161, 2.635], [-3.222, 0.862, 1.064], [-2.838, -1.959, 1.299], [1.046, -1.274, -0.027], [3.230, -1.109, -0.350], [-1.538, 2.363, -3.107], [4.528, -0.712, -0.952], [3.052, -1.735, 0.850], [5.223, 3.313, 2.469], [-4.326, -0.069, 0.770], [-2.246, 0.977, -4.903], [4.587, 0.837, -0.984], [-4.196, -1.361, 1.500], [-1.569, 1.221, 2.874], [5.296, 2.834, 1.033], [1.701, -1.851, 1.044], [-2.361, 0.082, -2.651], [-3.055, 1.331, 2.448], [-2.216, -2.462, 2.560], [-1.807, 2.173, -4.475], [-2.995, -2.177, -2.325], [-3.246, -2.389, -3.681], [-2.928, -1.353, -4.549], [-1.800, -1.244, 3.425], [1.776, -0.232, -2.219], [2.031, -0.879, -0.888], [-1.847, 1.360, -2.247], [-2.479, -0.106, -4.036], [-2.519, -1.019, -1.716], [5.115, 3.639, 0.267], [-3.206, -3.096, -1.727], [-0.893, 1.914, 2.281], [-4.298, -1.204, 2.544], [-3.743, -3.272, -4.054], [5.213, 4.396, 2.531], [-1.663, 1.600, -1.170], [2.295, -0.808, -3.044], [-2.978, -2.741, 0.700], [2.008, 0.836, -2.199], [-1.375, -3.110, 2.324], [-0.100, -0.291, 2.881], [4.587, -1.036, -1.953], [-4.977, -2.046, 1.222], [-1.358, 1.522, 3.895], [-1.120, 3.297, -2.785], [-3.409, 1.655, 0.448], [-3.286, 2.373, 2.569], [-3.066, -1.462, -5.609], [-1.636, 2.995, -5.143], [6.000, 2.824, 3.076], [6.273, 2.484, 0.816], [3.889, 1.247, -1.737], [5.253, -1.158, -0.288], [-4.374, -0.210, -0.325], [-3.721, 0.819, 3.142], [-2.343, 0.790, -5.964], [-5.315, 0.301, 1.162], [0.707, -0.338, -2.438], [4.256, 2.955, 2.852], [-2.675, -0.774, 3.867], [5.616, 1.163, -1.241], [-2.907, -3.102, 3.090], [1.147, -2.179, 1.939], [-1.131, -1.640, 4.187]], "mulliken_spin": [2.035, 0.000, 0.000, 0.000, 0.000, 0.000, 0.000, -0.002, -0.005, -0.006, 0.001, 0.000, 0.001, 0.000, 0.000, 0.000, 0.000, 0.000, 0.000, 0.000, 0.000, 0.000, 0.000, 0.013, 0.000, 0.000, 0.000, -0.007, 0.000, 0.000, 0.001, 0.000, 0.000, 0.001, 0.001, -0.028, 0.000, 0.000, 0.000, 0.000, 0.000, 0.000, -0.001, 0.000, 0.000, 0.000, 0.000, 0.000, 0.000, 0.000, 0.000, 0.000, 0.000, 0.000, 0.000, 0.000, 0.000, 0.000, 0.000, 0.000, -0.001, 0.000, 0.000, 0.000, 0.000, 0.000, 0.000, 0.000, 0.000, 0.000, 0.000]}

Entry 3:
{"formula": "C63H120N18O24", "method": "ωB97M-V with the def2-TZVPD basis set", "e_lumo_ev": -12.74, "orbital_gap_ev": 2.88, "homo_energy_ev": -15.626, "total_charge": 6, "symbols": ["O", "O", "O", "O", "O", "O", "O", "O", "O", "O", "O", "O", "O", "O", "O", "O", "O", "O", "O", "O", "O", "O", "O", "O", "N", "N", "N", "N", "N", "N", "N", "N", "N", "N", "N", "N", "N", "N", "N", "N", "N", "N", "C", "C", "C", "C", "C", "C", "C", "C", "C", "C", "C", "C", "C", "C", "C", "C", "C", "C", "C", "C", "C", "C", "C", "C", "C", "C", "C", "C", "C", "C", "C", "C", "C", "C", "C", "C", "C", "C", "C", "C", "C", "C", "C", "C", "C", "C", "C", "C", "C", "C", "C", "C", "C", "C", "C", "C", "C", "C", "C", "C", "C", "C", "C", "H", "H", "H", "H", "H", "H", "H", "H", "H", "H", "H", "H", "H", "H", "H", "H", "H", "H", "H", "H", "H", "H", "H", "H", "H", "H", "H", "H", "H", "H", "H", "H", "H", "H", "H", "H", "H", "H", "H", "H", "H", "H", "H", "H", "H", "H", "H", "H", "H", "H", "H", "H", "H", "H", "H", "H", "H", "H", "H", "H", "H", "H", "H", "H", "H", "H", "H", "H", "H", "H", "H", "H", "H", "H", "H", "H", "H", "H", "H", "H", "H", "H", "H", "H", "H", "H", "H", "H", "H", "H", "H", "H", "H", "H", "H", "H", "H", "H", "H", "H", "H", "H", "H", "H", "H", "H", "H", "H", "H", "H", "H", "H", "H", "H", "H", "H", "H", "H", "H", "H"], "coordinates": [[-5.951, 0.669, 7.163], [-4.930, 1.825, 3.719], [-0.535, 3.417, 0.434], [-1.580, -2.815, 5.648], [2.456, 0.707, 3.463], [-5.413, 0.508, -1.228], [-6.150, 0.923, -3.098], [-6.000, 0.508, 2.487], [0.771, -3.365, -1.266], [-2.268, 4.298, -5.500], [-5.588, 2.487, 1.878], [-0.276, 6.926, -1.530], [4.460, 1.095, 2.861], [2.505, 5.350, 3.179], [-0.487, -3.105, 3.858], [0.289, 4.688, 5.266], [0.343, -2.043, -2.857], [3.026, 0.515, 1.447], [-0.168, 8.673, -0.336], [-4.075, 0.515, -2.835], [0.321, 6.811, 0.522], [-2.097, -3.587, -2.007], [-2.235, -1.878, 3.825], [1.792, -3.593, -3.099], [-1.545, 0.636, 0.947], [3.673, -10.378, -0.509], [0.962, -3.015, -2.404], [3.373, -3.105, 1.139], [-0.478, 6.909, 3.658], [-4.551, -0.918, 5.174], [-5.197, 0.655, -2.411], [-1.468, -2.621, 4.407], [-5.483, 1.583, 2.670], [2.765, 3.257, -1.814], [3.314, 0.792, 2.610], [-2.299, -4.325, -4.989], [-1.005, -5.360, 1.036], [3.017, 7.673, 1.573], [-1.486, 0.645, -6.721], [8.527, -5.435, -2.927], [-4.033, 4.736, -2.780], [0.023, 7.505, -0.472], [-0.054, -5.655, 1.889], [-6.603, 1.363, 8.213], [5.334, -4.014, -0.599], [-0.584, 5.638, 5.849], [-3.321, -5.420, -4.660], [-3.652, 4.556, -5.369], [7.303, -3.592, -2.118], [3.768, 3.897, -0.909], [-2.864, 0.535, 6.186], [0.817, -7.200, 0.207], [0.001, 3.345, 5.668], [3.056, 4.151, 2.597], [2.108, -2.751, 1.815], [0.922, 3.497, -3.262], [-0.105, 0.711, -6.824], [-4.797, 6.060, -2.856], [-2.546, 4.995, -2.479], [-1.887, 1.888, 1.812], [3.975, -9.393, 0.320], [-1.345, 8.113, 5.659], [-0.006, -6.683, -0.717], [4.030, 7.074, 2.548], [-4.879, -0.203, 7.570], [1.830, 1.320, -2.879], [-2.797, -0.329, 1.051], [3.489, 6.242, 3.752], [0.963, 2.147, -3.575], [-2.065, -4.376, 1.432], [3.081, -8.337, 0.551], [-1.047, -5.869, -0.257], [0.034, 1.601, -4.654], [2.459, -10.394, -1.147], [1.564, -9.354, -0.980], [5.039, -4.663, 0.615], [4.790, 8.200, 3.084], [4.644, -2.813, -0.878], [2.785, 1.892, -1.971], [-2.298, -4.135, -6.521], [6.412, -4.494, -1.472], [-2.956, -2.863, -2.805], [1.802, -8.317, -0.047], [4.117, -4.152, 1.504], [-0.289, -0.059, 1.524], [-4.305, 3.915, -4.096], [0.824, -6.646, 1.526], [-2.142, 0.918, -5.533], [7.697, -6.383, -2.372], [3.538, -2.490, -0.066], [4.540, -11.597, -0.568], [6.579, -5.875, -1.666], [-1.386, 1.481, -4.529], [0.640, 1.171, -5.795], [-0.902, -4.875, -4.576], [1.875, 4.059, -2.378], [-1.351, 0.844, -0.602], [8.286, -4.131, -2.928], [-0.359, 6.979, 5.172], [9.741, -5.993, -3.666], [-3.889, -0.626, 6.474], [-2.527, -2.917, -4.284], [-2.223, 0.170, -7.845], [-4.510, 3.912, -1.598], [-0.847, 2.971, 1.742], [1.946, 5.121, -2.192], [-0.099, -4.216, -4.905], [5.244, 8.863, 2.346], [-1.638, -3.332, -6.850], [-1.081, -0.067, -1.136], [5.474, -5.606, 0.913], [-0.270, 5.560, 6.890], [-3.921, 5.602, -5.516], [1.941, -3.541, 2.547], [-2.175, 0.439, 5.346], [1.443, -7.023, 2.327], [-5.374, -1.483, 5.324], [-0.357, 7.836, 3.276], [0.141, 6.293, 3.150], [-2.067, 3.932, -6.365], [-1.782, -3.387, 1.071], [-4.307, 6.765, -3.528], [0.197, 4.106, -3.781], [1.718, 1.226, -5.825], [3.593, 3.569, 3.346], [3.427, 4.880, -0.585], [3.399, 8.136, 0.761], [-2.469, -0.856, -7.571], [10.359, -5.252, -4.172], [8.960, -3.492, -3.480], [-3.846, -1.272, 4.543], [-1.064, 3.161, 5.522], [-0.586, 4.355, 0.234], [-1.777, 1.762, -3.563], [0.085, 2.756, 2.263], [9.272, -6.721, -4.329], [-4.349, -5.076, -4.765], [-3.000, 0.912, -8.030], [-2.780, 2.291, 1.333], [-1.900, 4.143, -2.264], [5.010, -9.336, 0.623], [2.405, 8.235, 2.147], [-5.392, 3.850, -4.041], [-0.979, 9.019, 5.176], [0.654, 2.676, 5.109], [5.891, -6.571, -1.208], [0.385, 0.406, -7.737], [-3.267, -5.742, -3.620], [-2.997, -6.314, -5.195], [-2.076, -5.094, -6.989], [5.638, 7.803, 3.642], [-2.203, 1.349, -1.057], [3.983, -12.447, -0.174], [-3.920, 2.995, -1.614], [-0.848, -5.272, -3.563], [3.986, 3.225, -0.079], [4.770, 6.542, 1.950], [3.728, 4.402, 1.775], [-3.571, 0.141, 0.445], [-3.297, -3.884, -6.876], [-1.288, 8.220, 6.743], [3.354, -7.603, 1.294], [-1.240, -3.157, -2.065], [-2.814, -1.844, -2.448], [-2.520, 5.735, -1.679], [0.057, -7.083, -1.718], [-3.439, 1.392, 5.837], [-4.350, 4.666, -0.828], [-1.427, 6.622, 3.463], [4.164, 5.639, 4.359], [2.197, -1.778, 2.299], [-1.271, 3.852, 2.224], [4.639, -11.833, -1.627], [2.394, 7.045, 1.085], [-3.192, 0.682, -5.447], [2.910, 6.887, 4.413], [0.571, 0.584, 1.336], [3.507, 1.354, -1.374], [-2.260, -4.368, 2.505], [4.691, 4.017, -1.477], [-0.418, -0.325, 2.573], [7.891, -7.445, -2.413], [-1.567, 0.134, -8.715], [1.858, 0.242, -2.932], [-1.653, -2.308, -4.512], [-3.094, -0.399, 2.098], [-4.365, 0.308, 8.384], [-0.077, -5.249, 2.890], [-5.410, -1.045, 8.016], [-5.564, 3.768, -1.832], [-4.121, 4.042, -6.209], [-3.486, -1.582, 6.807], [-2.143, 1.559, 2.819], [1.298, -2.659, 1.092], [-5.982, 2.184, 8.573], [-3.884, 2.945, -3.832], [-4.925, 6.654, -1.952], [-2.971, -4.487, 0.837], [5.521, -11.387, -0.142], [4.123, 8.735, 3.759], [2.334, -11.343, -1.648], [10.295, -6.613, -2.960], [-5.719, 5.792, -3.372], [-4.959, -0.099, 4.746], [-3.343, -2.469, -4.850], [-0.219, -1.025, 1.025], [-6.798, 0.687, 9.046], [3.851, -4.640, 2.431], [-2.320, 0.647, 7.123], [-2.580, -1.319, 0.649], [7.094, -2.532, -2.097], [-1.931, -5.636, -0.832], [2.276, 3.551, 2.129], [-0.469, 1.469, -0.744], [2.820, -1.714, -0.291], [0.284, 3.258, 6.717], [4.814, -2.289, -1.807], [0.691, 7.226, 5.327], [-2.377, 7.896, 5.384], [0.589, -9.447, -1.435], [-2.190, 5.500, -3.377], [-1.612, 5.276, 5.833], [-7.565, 1.832, 8.007], [-0.800, -5.747, -5.223], [-3.960, -3.149, -2.492]], "mulliken_charge": [-0.316, -0.658, 0.391, -0.691, -0.547, -0.584, -0.709, -0.699, -0.019, -0.459, -0.732, -0.576, -0.727, 0.149, -0.565, -0.108, -0.242, -0.249, -0.607, -0.296, -0.397, 0.532, -0.293, -0.736, 1.020, 0.015, 0.103, 0.488, 0.086, 0.284, 0.783, 0.468, 1.187, 0.322, 0.733, 0.217, 0.422, 0.070, 0.254, -0.021, 0.167, 0.736, -0.977, -0.825, 0.919, -0.995, -0.752, -0.957, -0.732, -0.846, -1.251, 0.994, -0.795, -0.238, -0.407, -0.502, -0.689, -0.885, -0.958, 0.038, -0.264, -1.350, -0.727, 0.344, -1.109, -0.585, 0.809, -0.767, 0.313, -1.752, -0.838, -0.646, -0.030, -0.548, -0.588, -0.682, -1.611, -0.893, -0.530, -0.859, 0.637, -0.113, 0.678, -0.506, -0.663, 0.129, -0.571, -1.718, -0.381, -1.160, -0.833, -0.864, 1.064, -0.368, -1.066, -0.432, -0.223, -0.121, 0.246, -0.808, 0.346, -0.696, -0.968, -0.499, -0.829, 0.511, 0.405, 0.447, 0.263, 0.153, 0.778, 0.465, 0.327, 0.358, 0.211, 0.790, 0.419, 0.443, -0.165, 0.312, 0.593, 0.396, 0.690, 0.673, 0.390, 0.100, 0.453, 0.321, 0.311, 0.389, 0.120, 0.353, -0.140, 0.051, 0.022, 0.372, 0.390, 0.357, 0.290, 0.008, 0.384, 0.440, 0.583, 0.438, 0.158, 0.613, 0.509, 0.183, 0.426, 0.441, 0.412, 0.055, 0.374, -0.294, 0.187, 0.367, 0.188, 0.015, 0.373, 0.414, 0.405, 0.340, -0.545, -0.254, 0.610, 0.640, 0.439, 0.475, 0.423, 0.431, 0.093, 0.296, 0.400, -0.124, 1.049, 0.109, 0.266, 0.603, 0.557, 0.360, 0.141, 0.495, 0.378, 0.551, 0.291, -0.464, 0.458, 0.690, 0.501, 0.380, 0.539, 0.323, 0.200, -0.181, 0.310, -0.224, 0.351, 0.442, 0.285, 0.423, 0.536, 0.349, 0.373, 0.102, 0.571, -0.131, 0.341, 0.601, 0.519, -0.436, 0.511, 0.797, -0.332, -0.226, 1.107, 0.436, 0.554, 0.058, 0.417, 0.517, 0.482, 0.534, 0.259, 0.580, 0.588]}

- Which formula does entry 2 have?
  C24H35N6O4STm